# 1
This record from the OMol25 dataset describes a cluster of 5 separate species, C17H47Cl4N7O4P2 in total at a distorted geometry. The level of theory is ωB97M-V/def2-TZVPD.

Last column: Mulliken charge in e.
CARTESIAN COORDINATES (ANGSTROEM)
O1 1.394 1.226 0.034  -0.566
P1 2.319 1.963 -0.840  -0.387
N1 3.283 0.903 -1.669  0.487
C1 3.036 0.406 -3.065  -0.727
C2 4.123 -0.032 -0.854  -0.795
N2 3.344 3.095 -0.019  0.589
C3 3.323 3.002 1.439  -1.028
C4 4.467 3.837 -0.652  -0.950
N3 1.516 2.936 -2.051  0.784
C5 2.151 3.669 -3.112  -1.115
C6 0.061 2.794 -2.249  -0.878
H1 3.088 1.288 -3.704  0.262
H2 2.048 -0.048 -3.138  0.209
H3 3.758 -0.302 -3.473  0.378
H4 3.436 -0.830 -0.571  0.289
H5 4.452 0.363 0.107  0.223
H6 4.928 -0.399 -1.491  0.360
H7 3.908 2.154 1.793  0.347
H8 3.754 3.886 1.909  0.485
H9 2.324 2.970 1.874  0.235
H10 5.427 3.758 -0.143  0.435
H11 4.719 3.434 -1.633  0.363
H12 4.289 4.912 -0.638  0.317
H13 1.785 3.350 -4.088  0.370
H14 1.890 4.712 -2.933  0.242
H15 3.180 3.310 -3.084  0.361
H16 -0.385 2.701 -3.240  0.383
H17 -0.514 3.522 -1.676  0.213
H18 -0.243 1.782 -1.981  0.180
O2 -2.200 -5.014 -0.439  -0.829
P2 -1.599 -3.663 -0.713  0.376
N4 -0.040 -3.842 -1.490  0.257
C7 0.084 -3.852 -2.955  -0.866
C8 0.930 -4.626 -0.782  -1.149
N5 -1.397 -2.806 0.702  0.370
C9 -1.800 -3.470 1.935  -1.127
C10 -0.529 -1.595 0.763  -1.170
N6 -2.341 -2.598 -1.819  0.081
C11 -3.546 -3.163 -2.456  -1.140
C12 -2.120 -1.196 -2.117  -0.733
H19 0.814 -4.604 -3.253  0.412
H20 0.307 -2.836 -3.281  0.078
H21 -0.895 -4.120 -3.350  0.288
H22 1.942 -4.244 -0.914  0.252
H23 0.758 -5.621 -1.194  0.458
H24 0.708 -4.627 0.286  0.347
H25 -2.864 -3.690 2.023  0.236
H26 -1.384 -4.457 2.136  0.357
H27 -1.627 -2.806 2.782  0.433
H28 0.154 -1.671 1.609  0.640
H29 0.110 -1.592 -0.120  0.529
H30 -1.088 -0.670 0.903  -0.205
H31 -3.850 -4.123 -2.039  0.376
H32 -4.287 -2.369 -2.369  0.378
H33 -3.460 -3.354 -3.525  0.339
H34 -1.153 -0.915 -2.534  -0.050
H35 -2.308 -0.679 -1.177  0.346
H36 -3.005 -1.012 -2.728  0.505
C13 0.519 5.720 0.123  -0.543
N7 1.186 5.966 1.386  0.978
O3 0.539 6.488 2.316  -0.519
O4 2.382 5.711 1.344  -0.558
H37 0.839 6.386 -0.679  0.338
H38 -0.566 5.652 0.201  0.416
H39 0.711 4.652 0.023  -0.147
Cl1 -3.659 1.457 2.898  -0.179
C14 -1.934 1.100 2.988  0.376
C15 -1.166 1.688 1.738  0.098
Cl2 -1.365 3.443 1.609  -0.203
H40 -1.907 0.010 3.000  -0.272
H41 -1.529 1.430 3.944  0.407
H42 -1.521 1.301 0.783  -0.056
H43 -0.088 1.627 1.884  0.010
Cl3 -3.617 -5.229 5.204  -0.192
C16 -4.893 -4.054 5.761  -0.407
C17 -4.788 -2.846 4.771  -0.528
Cl4 -3.288 -1.854 4.815  -0.183
H44 -4.629 -3.773 6.781  0.316
H45 -5.850 -4.568 5.668  0.314
H46 -5.690 -2.266 4.968  0.398
H47 -4.859 -3.183 3.737  0.286

Computed properties:
E = -105669.0280 eV
2S+1 = 2
net charge = +1
lowest unoccupied orbital energy (alpha / beta) = -2.8 / -7.6 eV
HOMO energy (alpha / beta) = -10.2 / -10.2 eV
frontier orbital gap (alpha / beta) = 7.367 / 2.539 eV


# 2
This record from the OMol25 dataset describes a structure of composition C17H47N2O9Zn at a distorted geometry. The level of theory is ωB97M-V/def2-TZVPD.

Last column: Mulliken charge in e.
CARTESIAN COORDINATES (ANGSTROEM)
Zn1 -2.122 2.223 1.544  0.150
O1 -0.254 -0.650 -0.070  0.656
C1 -0.819 0.386 0.513  1.247
O2 -0.241 1.309 1.062  -0.979
O3 -2.009 0.537 0.476  -0.866
H1 -1.031 -1.105 -0.403  0.006
C2 3.545 -1.004 -0.090  -1.310
C3 3.061 -0.440 -1.442  1.235
C4 4.167 -0.465 -2.525  -1.598
O4 1.972 -1.227 -1.908  -0.510
H2 4.361 -0.438 0.358  0.503
H3 4.011 -1.986 -0.171  0.283
H4 2.725 -1.041 0.627  0.188
H5 2.733 0.595 -1.340  -0.046
H6 4.239 -1.497 -2.866  0.377
H7 5.126 -0.088 -2.170  0.361
H8 3.939 -0.026 -3.496  0.342
H9 1.327 -1.070 -1.215  -0.013
C5 -1.162 1.249 -2.706  -0.521
C6 -0.290 1.985 -3.699  0.432
C7 1.201 1.638 -3.664  -0.942
O5 -0.776 1.693 -4.985  -0.544
H10 -0.823 1.531 -1.709  -0.391
H11 -1.067 0.163 -2.743  0.303
H12 -2.205 1.535 -2.845  0.493
H13 -0.333 3.053 -3.486  0.048
H14 1.685 2.382 -4.297  0.366
H15 1.424 0.607 -3.940  0.293
H16 1.354 1.798 -2.597  0.055
H17 -1.721 1.857 -4.942  0.340
C8 0.624 -3.058 4.539  -1.342
C9 1.777 -3.462 3.586  0.079
C10 1.337 -3.555 2.098  0.174
O6 2.422 -4.112 1.369  -0.410
C11 2.089 -4.555 0.069  -0.366
N1 2.815 -2.425 3.802  -0.695
H18 0.161 -2.087 4.364  0.144
H19 0.974 -3.187 5.563  0.356
H20 -0.165 -3.792 4.376  0.431
H21 2.224 -4.414 3.871  0.479
H22 1.038 -2.595 1.678  -0.245
H23 0.456 -4.197 2.089  0.462
H24 1.851 -3.628 -0.453  -0.139
H25 1.237 -5.232 0.133  0.374
H26 2.894 -5.029 -0.492  0.304
H27 2.531 -1.533 3.422  0.234
H28 3.637 -2.595 3.240  0.365
C12 -5.865 3.232 -0.068  -1.647
C13 -4.380 2.847 0.100  0.544
C14 -3.387 3.917 -0.428  -0.794
O7 -2.073 3.479 -0.070  0.218
C15 -1.008 4.386 -0.505  -0.847
N2 -4.183 2.667 1.504  -0.333
H29 -6.121 4.166 0.434  0.458
H30 -6.550 2.416 0.166  0.452
H31 -6.138 3.451 -1.100  0.396
H32 -4.223 1.907 -0.429  0.238
H33 -3.441 4.931 -0.030  0.433
H34 -3.437 3.961 -1.516  0.435
H35 -1.095 4.561 -1.578  0.276
H36 -0.032 3.975 -0.251  0.290
H37 -1.108 5.405 -0.131  0.310
H38 -4.705 3.403 1.958  0.320
H39 -4.756 1.918 1.866  0.368
C16 -0.782 -3.190 -1.885  -0.300
O8 -1.858 -2.542 -1.244  -0.540
H40 -0.178 -3.617 -1.085  -0.112
H41 -1.024 -3.975 -2.602  0.421
H42 -0.211 -2.449 -2.445  0.207
H43 -2.493 -2.436 -1.956  0.279
C17 1.527 0.629 4.145  -0.753
O9 2.182 0.242 2.980  -0.548
H44 2.079 0.450 5.068  0.349
H45 1.167 1.653 4.042  0.355
H46 0.581 0.105 4.279  0.196
H47 1.592 0.460 2.255  0.166

Computed properties:
E = -88209.0925 eV
net charge = +1
lowest unoccupied orbital energy = -4.7 eV
HOMO energy = -10.3 eV
frontier orbital gap = 5.620 eV


# 3
This record from the OMol25 dataset describes a cluster of 6 separate species, C17H48BF4N4O5 in total at a distorted geometry. The level of theory is ωB97M-V/def2-TZVPD.

Last column: Mulliken charge in e.
CARTESIAN COORDINATES (ANGSTROEM)
B1 1.626 0.153 -0.840  0.601
F1 1.237 -0.115 0.461  -0.422
F2 2.923 0.507 -0.839  -0.380
F3 1.658 -1.025 -1.549  -0.410
F4 0.883 1.167 -1.446  -0.393
C1 5.472 0.749 -6.831  -0.459
O1 4.267 -0.034 -6.504  -0.514
H1 6.341 0.334 -6.321  0.222
H2 5.504 0.757 -7.921  0.192
H3 5.158 1.760 -6.571  0.242
H4 4.219 -0.091 -5.547  0.317
C2 -3.482 5.358 -4.029  -1.264
C3 -1.995 5.625 -4.522  0.173
C4 -1.071 6.254 -3.396  -0.501
O2 -1.594 7.491 -3.133  -0.318
C5 -0.777 8.448 -2.411  -0.772
N1 -1.586 4.228 -4.838  -0.708
H5 -3.862 6.336 -3.735  0.341
H6 -3.656 4.858 -3.076  0.319
H7 -4.083 4.878 -4.801  0.355
H8 -1.988 6.114 -5.496  0.373
H9 -0.111 6.328 -3.908  0.318
H10 -1.161 5.656 -2.489  0.332
H11 -1.271 9.347 -2.044  0.273
H12 -0.094 8.921 -3.117  0.292
H13 -0.300 8.028 -1.526  0.301
H14 -0.749 4.072 -5.382  0.249
H15 -1.257 3.803 -3.983  0.239
C6 -4.401 -3.397 -2.186  -1.430
C7 -3.711 -4.712 -1.926  0.463
C8 -3.220 -5.542 -3.218  -0.746
O3 -2.591 -6.685 -2.623  -0.270
C9 -2.379 -7.641 -3.622  -0.812
N2 -2.742 -4.624 -0.834  -0.620
H16 -4.375 -2.684 -1.362  0.384
H17 -5.446 -3.423 -2.494  0.328
H18 -3.955 -2.831 -3.004  0.349
H19 -4.474 -5.403 -1.567  0.165
H20 -2.536 -4.968 -3.843  0.401
H21 -4.003 -5.742 -3.950  0.396
H22 -1.998 -7.244 -4.562  0.335
H23 -3.187 -8.334 -3.852  0.281
H24 -1.579 -8.259 -3.213  0.264
H25 -3.110 -3.966 -0.162  0.257
H26 -2.025 -4.066 -1.275  0.258
C10 2.901 -4.754 4.591  -1.390
C11 2.211 -5.090 3.284  0.415
C12 3.145 -5.224 2.071  -0.810
O4 2.423 -5.836 0.980  -0.300
C13 3.331 -6.072 -0.091  -0.818
N3 1.364 -6.234 3.477  -0.650
H27 3.137 -3.692 4.526  0.335
H28 3.733 -5.447 4.725  0.385
H29 2.217 -4.763 5.439  0.386
H30 1.640 -4.243 2.904  0.334
H31 4.151 -5.626 2.186  0.321
H32 3.300 -4.252 1.603  0.376
H33 3.240 -7.112 -0.405  0.261
H34 4.382 -5.787 -0.036  0.364
H35 2.905 -5.550 -0.948  0.277
H36 2.027 -6.923 3.801  0.253
H37 0.773 -5.973 4.253  0.263
C14 0.739 4.562 4.818  -1.227
C15 -0.157 3.621 5.683  0.431
C16 -0.964 4.581 6.686  -0.767
O5 -0.095 5.371 7.605  -0.358
C17 0.402 4.622 8.726  -0.693
N4 -1.074 3.025 4.680  -0.782
H38 1.582 4.128 4.281  0.381
H39 1.188 5.245 5.539  0.315
H40 0.274 5.422 4.336  0.355
H41 0.296 2.791 6.224  0.254
H42 -1.716 4.133 7.335  0.382
H43 -1.678 5.184 6.125  0.331
H44 -0.282 4.271 9.498  0.283
H45 1.137 5.232 9.250  0.261
H46 0.980 3.810 8.285  0.291
H47 -1.580 3.618 4.037  0.280
H48 -0.455 2.577 4.020  0.263

Computed properties:
E = -46152.8224 eV
net charge = -1
lowest unoccupied orbital energy = 2.4 eV
HOMO energy = -7.1 eV
frontier orbital gap = 9.508 eV